Entry 1:
11
Properties=species:S:1:pos:R:3 method="wB97M-V/def2-TZVPD" max_force_ev_per_a=4.32 de_lowest_kcal_mol=24.3 e_homo_ev=-10.173 total_charge=0 total_energy_ha=-330.4490 multiplicity=1 homo_lumo_gap_ha=0.39989 smiles="O=C[C@H]1C[C@@H]1F"
O -2.575 -0.432 -0.095
C -1.495 0.121 0.229
C -0.186 0.143 -0.521
C 0.897 1.160 -0.075
C 0.967 -0.158 0.456
F 2.016 -0.851 -0.065
H -1.329 0.723 1.140
H -0.083 -0.318 -1.521
H 0.547 1.951 0.608
H 1.608 1.632 -0.863
H 0.618 -0.466 1.449


Entry 2:
27
Properties=species:S:1:pos:R:3 method="wB97M-V/def2-TZVPD" max_force_ev_per_a=6.68 de_lowest_kcal_mol=67.0 e_homo_ev="-11.441 / -12.083" total_charge=+1 total_energy_ha=-704.1666 multiplicity=1 homo_lumo_gap_ha="0.28687 / 0.31323"
C 0.257 1.695 0.843
C 1.909 -0.166 0.343
C -0.756 -0.935 2.042
C -2.007 -0.296 0.028
C -0.292 -1.896 -0.199
C 0.407 1.150 -2.403
C 0.410 0.310 0.366
N -0.696 -0.686 0.604
O 1.709 1.056 -2.700
I -0.531 3.043 -2.641
H -0.440 1.831 1.710
H 1.238 2.171 1.020
H -0.094 2.408 -0.013
H 2.648 0.432 0.697
H 2.021 -1.217 0.722
H 2.055 -0.448 -0.727
H 0.180 -1.113 2.443
H -1.363 -0.152 2.444
H -1.414 -1.909 2.233
H -2.546 -1.214 0.363
H -2.407 0.679 0.548
H -1.938 -0.153 -1.059
H 0.214 -1.569 -1.197
H 0.403 -2.538 0.323
H -1.054 -2.570 -0.507
H -0.162 0.382 -3.044
H 2.248 1.705 -2.241


Entry 3:
13
Properties=species:S:1:pos:R:3 method="wB97M-V/def2-TZVPD" max_force_ev_per_a=0.57 de_lowest_kcal_mol=151.6 e_homo_ev=-9.061 total_charge=0 total_energy_ha=-340.5534 multiplicity=1 homo_lumo_gap_ha=0.34216
C -1.762 0.400 0.435
O -1.593 0.057 -0.951
C -0.456 0.420 -1.499
N 0.432 1.154 -1.079
N 1.588 1.534 -0.798
C 1.780 -1.331 0.345
C 1.230 -2.316 0.767
H -2.749 0.037 0.722
H -0.982 -0.084 1.030
H -1.709 1.488 0.551
H 1.652 2.536 -1.007
H 2.242 -0.434 -0.028
H 0.761 -3.201 1.138